No. 1
{
  "formula": "C46H63IN3O4SeV",
  "method": "the ωB97M-V functional and the def2-TZVPD basis",
  "lumo_energy_ev": [-3.29, -2.81],
  "spin_multiplicity": 2,
  "charge": 1,
  "homo_ev": [-9.45, -9.46],
  "s_squared": 0.7732,
  "orbital_gap_ev": [6.154, 6.642],
  "symbols": ["V", "C", "C", "C", "C", "C", "C", "C", "Se", "C", "C", "C", "C", "C", "C", "O", "C", "C", "C", "C", "C", "C", "C", "C", "C", "O", "C", "C", "C", "C", "C", "C", "H", "H", "H", "H", "H", "H", "H", "H", "H", "H", "H", "H", "H", "H", "H", "H", "H", "H", "H", "H", "H", "H", "H", "H", "H", "H", "H", "H", "H", "H", "H", "H", "H", "H", "H", "H", "H", "H", "H", "H", "O", "C", "C", "C", "C", "C", "C", "C", "C", "N", "H", "H", "H", "H", "H", "H", "H", "H", "H", "H", "H", "C", "C", "N", "H", "H", "H", "C", "C", "C", "C", "C", "C", "H", "H", "H", "H", "H", "N", "C", "O", "C", "I", "H", "H", "H", "H"],
  "coordinates": [[1.80108, -0.07274, -0.91964], [-5.55513, 1.08438, -2.48391], [-5.37111, -0.28203, -1.82709], [-6.33082, -0.37542, -0.63400], [-5.73118, -1.36806, -2.84866], [-3.93440, -0.48920, -1.35396], [-2.92865, 0.43977, -1.52865], [-1.65091, 0.13273, -1.07433], [-0.29703, 1.43745, -1.10554], [-0.24419, 1.66140, 0.81659], [-1.15282, 2.46586, 1.47065], [-1.14922, 2.48043, 2.86832], [-0.29072, 1.61023, 3.53073], [0.62671, 0.74924, 2.90815], [0.65848, 0.88980, 1.53422], [1.64807, 0.28809, 0.74000], [1.41774, -0.24368, 3.77277], [2.40890, 0.51935, 4.65626], [2.18483, -1.29447, 2.96337], [0.41830, -0.99845, 4.66233], [-2.05339, 3.41054, 3.67865], [-2.90009, 4.30918, 2.77950], [-1.18125, 4.30323, 4.57079], [-2.99158, 2.56867, 4.55363], [-1.26255, -1.06608, -0.46290], [-0.00538, -1.26562, -0.15779], [-2.32253, -1.98452, -0.19160], [-3.58233, -1.66128, -0.67137], [-2.19050, -3.30979, 0.58334], [-0.90024, -3.42123, 1.40333], [-2.25302, -4.48316, -0.39931], [-3.36061, -3.44350, 1.57326], [-6.58375, 1.18743, -2.83243], [-4.90179, 1.21134, -3.34952], [-5.35973, 1.89745, -1.78172], [-7.35897, -0.21499, -0.96405], [-6.08991, 0.37959, 0.11690], [-6.28887, -1.35160, -0.14938], [-6.77129, -1.26851, -3.16527], [-5.60459, -2.36829, -2.43178], [-5.09725, -1.29221, -3.73465], [-3.11769, 1.39681, -1.99582], [-1.85674, 3.05820, 0.90354], [-0.34299, 1.57772, 4.61172], [3.21148, 0.94895, 4.05387], [2.86411, -0.15699, 5.38231], [1.92429, 1.32523, 5.21040], [2.99959, -0.85849, 2.38965], [1.51903, -1.83376, 2.28667], [2.61878, -2.01433, 3.66239], [-0.12745, -0.33898, 5.33634], [0.95574, -1.72301, 5.27631], [-0.30892, -1.53833, 4.05510], [-2.28362, 4.92421, 2.12083], [-3.49428, 4.98258, 3.39805], [-3.59442, 3.73517, 2.16253], [-0.46708, 4.87337, 3.97349], [-0.62121, 3.72034, 5.30317], [-1.80546, 5.01123, 5.11850], [-3.58204, 1.88260, 3.94418], [-3.68048, 3.21447, 5.10129], [-2.43927, 1.97917, 5.28658], [-4.37374, -2.38062, -0.50067], [-0.01478, -3.49875, 0.77720], [-0.96742, -4.31281, 2.03093], [-0.75852, -2.55440, 2.04950], [-1.45163, -4.42001, -1.13157], [-3.20036, -4.49163, -0.94231], [-2.15817, -5.43392, 0.13154], [-3.47812, -2.53948, 2.17368], [-3.17036, -4.27906, 2.24928], [-4.31208, -3.64204, 1.08024], [3.53627, -0.80309, -4.86427], [2.49523, -1.09846, -5.79915], [1.28667, -0.19431, -5.65385], [0.64159, -0.11931, -4.25510], [0.61133, -1.43379, -3.53239], [-0.06058, -2.52364, -4.08123], [-0.00617, -3.75138, -3.46215], [0.71507, -3.88588, -2.28239], [1.31400, -2.76347, -1.76656], [1.27082, -1.56297, -2.37605], [4.06065, -0.08460, -5.23018], [2.22371, -2.14105, -5.63170], [2.87972, -1.02894, -6.81989], [0.53193, -0.54808, -6.36284], [1.54943, 0.81959, -5.96549], [-0.39355, 0.20777, -4.39050], [1.13600, 0.63241, -3.63962], [-0.61155, -2.39109, -5.00307], [-0.52515, -4.60155, -3.88592], [0.78833, -4.82909, -1.76133], [1.85560, -2.81336, -0.83378], [4.57497, 3.28279, 2.65657], [4.52802, 2.05166, 1.86097], [4.48205, 1.08221, 1.24981], [5.29985, 3.17470, 3.46069], [3.59147, 3.47357, 3.08328], [4.86158, 4.11854, 2.02154], [4.01188, 3.93076, -2.53482], [3.30112, 3.99448, -1.33992], [2.65512, 2.87415, -0.84390], [2.72064, 1.65795, -1.52515], [3.43934, 1.60252, -2.72029], [4.07805, 2.73355, -3.22817], [4.49966, 4.81489, -2.92309], [3.24581, 4.93030, -0.79746], [2.10075, 2.95673, 0.08583], [3.50726, 0.66163, -3.25783], [4.62017, 2.67426, -4.16424], [5.67482, -0.31153, -1.19575], [4.73674, -1.13251, -0.76999], [3.54065, -0.97027, -1.11165], [5.10798, -2.36068, 0.00233], [6.25846, -2.00504, 1.74310], [5.38487, 0.55604, -1.62792], [6.60644, -0.37876, -0.81680], [5.71631, -3.00772, -0.62637], [4.20210, -2.87473, 0.30252]],
  "forces_ev_per_angstrom": [[-1.529, -0.460, -0.109], [-0.032, 0.023, -0.030], [0.039, -0.030, -0.013], [-0.013, 0.018, 0.050], [0.016, -0.031, -0.047], [0.010, -0.056, 0.035], [-0.001, -0.085, 0.090], [-0.121, -0.076, -0.240], [0.464, 0.492, 0.024], [-0.196, 0.291, 0.137], [0.028, -0.041, 0.153], [-0.031, 0.116, -0.116], [0.098, -0.185, 0.059], [-0.411, 0.372, 0.338], [1.290, -0.945, -1.650], [0.122, 0.593, 2.105], [-0.016, 0.065, -0.183], [0.056, 0.069, 0.052], [0.037, -0.081, 0.063], [-0.002, -0.020, 0.055], [-0.013, -0.106, -0.018], [-0.047, 0.029, -0.037], [0.015, 0.027, 0.023], [-0.042, 0.008, 0.034], [-0.118, -0.414, 0.073], [0.282, 0.416, -0.265], [0.038, -0.062, -0.024], [-0.084, 0.030, -0.083], [0.064, 0.159, -0.022], [0.000, 0.016, 0.003], [-0.068, -0.072, -0.019], [-0.013, -0.003, 0.101], [-0.007, 0.005, 0.012], [0.005, -0.017, -0.007], [0.003, 0.005, 0.005], [-0.006, 0.008, -0.005], [-0.001, 0.009, -0.006], [0.016, -0.012, -0.015], [-0.009, 0.022, 0.004], [-0.003, -0.001, 0.014], [0.011, 0.002, 0.004], [0.043, 0.028, 0.010], [0.016, 0.024, -0.011], [0.011, 0.056, -0.006], [-0.013, 0.019, -0.026], [0.008, -0.027, -0.018], [-0.017, -0.014, 0.004], [0.009, 0.062, -0.041], [0.003, 0.015, -0.031], [-0.028, -0.002, -0.001], [0.010, -0.004, 0.008], [0.001, -0.010, -0.006], [-0.016, -0.005, -0.002], [0.017, 0.010, 0.017], [-0.004, -0.003, 0.006], [0.011, -0.030, 0.005], [-0.007, 0.010, -0.016], [0.011, -0.014, -0.009], [-0.012, -0.008, 0.013], [-0.003, 0.003, -0.014], [0.014, 0.019, 0.004], [0.007, -0.015, -0.008], [0.016, -0.003, 0.003], [0.006, -0.015, -0.053], [0.057, 0.002, -0.004], [-0.055, 0.018, 0.018], [0.013, 0.008, -0.002], [-0.004, 0.006, 0.008], [-0.017, 0.003, 0.021], [0.046, -0.002, 0.016], [-0.029, -0.016, -0.011], [0.011, 0.010, -0.019], [-0.062, -0.007, -0.099], [0.148, -0.066, 0.066], [-0.185, 0.009, -0.068], [-0.127, 0.013, 0.034], [0.079, -0.141, 0.066], [0.018, 0.056, -0.154], [-0.069, -0.121, 0.009], [0.112, 0.077, -0.057], [0.061, -0.103, -0.338], [-0.034, -0.004, -0.129], [0.046, -0.008, -0.020], [0.005, 0.004, 0.068], [-0.047, -0.029, -0.013], [0.069, 0.021, -0.064], [-0.044, 0.016, 0.014], [0.034, 0.101, 0.071], [0.072, -0.047, -0.011], [0.001, -0.004, -0.002], [0.000, 0.008, -0.011], [0.016, -0.003, -0.011], [-0.007, 0.013, 0.019], [-0.065, -0.246, -0.186], [0.034, 0.237, 0.221], [0.085, -0.004, 0.004], [0.007, -0.001, 0.002], [-0.007, 0.008, 0.008], [0.005, 0.011, -0.006], [-0.036, 0.033, 0.038], [0.076, 0.069, -0.043], [-0.033, -0.074, 0.038], [-0.153, -0.020, -0.407], [0.047, 0.039, 0.074], [-0.035, -0.091, 0.061], [0.017, 0.002, 0.002], [-0.014, 0.013, -0.007], [0.005, -0.035, -0.014], [-0.039, 0.080, -0.012], [0.030, 0.023, -0.004], [0.018, -0.055, 0.158], [-0.066, 0.344, -0.281], [0.102, -0.266, 0.591], [-0.045, -0.097, -0.052], [0.119, 0.063, 0.115], [-0.008, 0.010, -0.019], [0.007, -0.002, -0.014], [-0.071, -0.029, -0.029], [0.004, 0.001, -0.009]]
}

=====

No. 2
{
  "formula": "C6H12",
  "method": "the ωB97M-V functional and the def2-TZVPD basis",
  "lumo_energy_ev": [4.39, 4.40],
  "spin_multiplicity": 2,
  "charge": -1,
  "relative_energy_kcal_mol": 5.6,
  "homo_ev": [1.40, -4.51],
  "s_squared": 0.7510,
  "orbital_gap_ev": [2.985, 8.904],
  "symbols": ["C", "C", "C", "C", "C", "C", "H", "H", "H", "H", "H", "H", "H", "H", "H", "H", "H", "H"],
  "coordinates": [[2.08030, 0.21925, 1.18531], [1.41943, -0.49257, -0.01222], [-0.07385, -0.32892, -0.12265], [-0.65098, 0.88006, 0.06407], [-2.09972, 1.18534, -0.16300], [-0.77404, -1.42539, -0.88440], [2.70762, -0.45132, 1.76876], [1.29832, 0.66377, 1.80237], [2.74330, 1.02805, 0.85872], [1.91045, -0.14853, -0.94220], [1.57710, -1.56610, 0.07788], [0.05102, 1.66466, 0.33010], [-2.45097, 0.89116, -1.13706], [-2.71529, 0.75330, 0.62691], [-2.23708, 2.26958, -0.23106], [-0.50063, -1.38909, -1.95538], [-1.85157, -1.36593, -0.76078], [-0.43341, -2.38731, -0.50537]],
  "forces_ev_per_angstrom": [[-0.070, 0.287, -0.372], [-0.103, -0.211, 0.495], [-0.246, 0.834, -0.690], [0.718, -0.661, -0.528], [0.514, 0.963, -0.175], [0.298, -0.059, 0.718], [-0.105, -0.148, 0.163], [0.213, -0.113, 0.228], [-0.131, 0.057, -0.044], [-0.121, -0.149, -0.046], [0.319, -0.080, -0.157], [-0.360, 0.171, 0.335], [-0.173, -0.705, -0.274], [-0.351, -0.004, 0.062], [-0.101, -0.005, 0.563], [-0.124, 0.144, -0.014], [-0.061, -0.057, -0.213], [-0.117, -0.263, -0.050]]
}